(1)
This record from OMol25 describes a cluster of 10 separate species, C12H39N3O15 in total at a distorted geometry. The level of theory is wB97M-V/def2-TZVPD.

Calculated values
HOMO level (eV): -10.32
Structure (SMILES): C[N+](=O)[O-].C[N+](=O)[O-].C[N+](=O)[O-].COC(=O)OC.CO.CO.CO.CO.CO.CO
Frontier orbital gap (eV): 10.220

Atoms and positions in Å:
C  31.385  26.419  9.431
O  31.021  25.141  8.978
H  31.137  27.238  8.740
H  30.849  26.687  10.351
H  32.472  26.486  9.536
H  30.333  25.210  8.295
C  28.369  22.917  9.685
O  28.931  21.622  9.466
H  29.114  23.550  10.165
H  27.999  23.395  8.772
H  27.494  22.780  10.324
H  29.884  21.702  9.505
C  28.415  22.638  4.986
O  29.693  22.955  5.484
H  27.665  23.104  5.623
H  28.235  22.921  3.944
H  28.202  21.562  5.001
H  30.386  22.676  4.858
C  36.465  24.910  5.299
O  36.573  25.753  4.168
H  36.891  25.394  6.178
H  35.465  24.535  5.511
H  36.997  23.962  5.136
H  37.503  25.969  4.065
C  28.847  26.362  5.675
O  29.498  25.637  6.715
H  27.778  26.476  5.886
H  29.258  27.372  5.682
H  28.977  25.895  4.698
H  29.346  24.693  6.551
C  30.696  21.133  2.716
O  31.560  21.831  3.617
H  31.215  20.799  1.812
H  30.281  20.221  3.163
H  29.875  21.796  2.454
H  32.293  21.225  3.782
C  32.519  23.146  7.155
N  33.714  23.673  7.869
O  33.897  24.875  7.811
O  34.396  22.894  8.494
H  32.839  22.579  6.285
H  31.930  23.980  6.787
H  31.924  22.593  7.872
C  32.826  27.382  5.618
N  31.735  28.256  5.097
O  31.036  28.812  5.927
O  31.536  28.281  3.900
H  32.534  26.368  5.377
H  33.004  27.693  6.637
H  33.749  27.654  5.102
C  33.128  23.806  11.623
N  33.549  24.237  12.983
O  34.709  24.539  13.146
O  32.682  24.265  13.837
H  33.839  23.044  11.307
H  33.199  24.637  10.926
H  32.133  23.382  11.672
C  34.753  28.011  8.468
O  35.222  27.682  9.772
C  35.235  28.670  10.651
O  34.837  29.784  10.482
O  35.765  28.203  11.780
C  35.818  29.116  12.872
H  34.849  27.153  7.815
H  35.157  28.941  8.068
H  33.683  28.220  8.593
H  36.630  29.836  12.714
H  36.136  28.499  13.713
H  34.907  29.679  13.056

Atoms 1-3, force components in eV/Å:
-0.21 1.03 -0.18
-0.09 -0.59 -0.14
-0.13 -0.38 -0.26


(2)
This record from OMol25 describes a cluster of 6 separate species, C12H40ClNO20P4 in total at a distorted geometry. The level of theory is wB97M-V/def2-TZVPD.

Calculated values
HOMO level (alpha / beta) (eV): 0.34 / -6.40
Frontier orbital gap (alpha / beta) (eV): 1.905 / 8.613
Net charge: -1
Multiplicity: 2

Atoms and positions in Å:
N  -0.292  1.060  1.620
H  0.166  1.077  2.520
H  -0.411  0.097  1.342
H  0.232  1.479  0.865
H  -1.190  1.521  1.590
Cl  -0.488  2.069  5.126
O  0.737  1.668  4.472
O  -1.069  0.758  5.454
O  -0.410  2.836  6.335
O  -1.178  2.790  4.080
C  2.365  2.418  -4.346
O  1.786  2.455  -3.096
P  1.774  1.242  -1.969
O  1.175  1.458  -0.606
O  3.318  0.844  -1.923
C  4.283  1.766  -1.496
O  1.168  0.060  -2.883
C  0.832  -1.092  -2.139
H  2.786  1.439  -4.571
H  3.048  3.234  -4.583
H  1.696  2.766  -5.133
H  4.666  2.261  -2.388
H  5.185  1.308  -1.089
H  3.895  2.470  -0.760
H  -0.241  -1.258  -2.235
H  1.171  -1.111  -1.103
H  1.490  -1.892  -2.478
C  3.614  1.485  2.267
O  4.044  0.360  3.130
P  3.444  -1.050  2.597
O  1.960  -1.092  2.603
O  4.237  -1.339  1.237
C  3.739  -2.022  0.138
O  4.089  -2.138  3.547
C  3.688  -3.439  3.361
H  2.579  1.741  2.497
H  3.648  1.229  1.208
H  4.376  2.261  2.332
H  2.697  -2.326  0.234
H  4.274  -2.938  -0.112
H  3.827  -1.368  -0.730
H  2.728  -3.754  2.952
H  3.690  -3.953  4.322
H  4.526  -3.833  2.787
C  -0.171  -3.508  2.288
O  -1.493  -3.633  1.645
P  -2.517  -2.444  1.212
O  -1.918  -1.111  1.347
O  -2.842  -2.792  -0.397
C  -3.458  -1.838  -1.214
O  -3.936  -2.721  2.064
C  -4.598  -3.939  1.987
H  -0.156  -2.684  3.001
H  0.638  -3.389  1.567
H  0.041  -4.357  2.938
H  -2.700  -1.406  -1.868
H  -3.851  -0.996  -0.646
H  -4.347  -2.271  -1.673
H  -4.223  -4.601  2.767
H  -4.168  -4.495  1.154
H  -5.684  -3.869  2.053
C  -1.589  4.168  -1.869
O  -2.703  3.375  -2.264
P  -3.028  1.853  -1.781
O  -2.098  1.505  -0.689
O  -3.058  0.928  -3.103
C  -2.071  0.967  -4.108
O  -4.607  1.810  -1.287
C  -5.681  1.941  -2.217
H  -0.757  3.541  -1.547
H  -2.012  4.814  -1.100
H  -1.305  4.733  -2.757
H  -1.300  1.676  -3.806
H  -2.463  1.356  -5.048
H  -1.656  -0.023  -4.294
H  -5.256  2.490  -3.057
H  -6.554  2.363  -1.719
H  -6.132  1.009  -2.560

Atoms 1-3, force components in eV/Å:
-0.15 -0.08 -0.50
0.16 0.44 0.81
-0.50 -0.52 0.04


(3)
This record from OMol25 describes a structure of composition C12H40GaN2O5S5 at a distorted geometry. The level of theory is wB97M-V/def2-TZVPD.

Calculated values
HOMO level (eV): -3.05
Frontier orbital gap (eV): 4.676
Net charge: -1
Relative energy (zero: lowest compared OMol25 entry of this formula, charge and spin) (eV): 0.0000

Atoms and positions in Å:
C  -1.972  4.800  -2.128
N  -1.326  3.607  -2.629
C  -1.806  2.360  -1.993
Ga  -1.287  2.218  0.015
N  0.515  3.001  0.100
H  -3.031  4.740  -2.385
H  -1.519  5.674  -2.598
H  -1.909  4.936  -1.040
H  -0.320  3.674  -2.564
H  -2.882  2.265  -2.133
H  -1.319  1.539  -2.520
H  -1.326  0.729  0.578
H  -2.292  3.219  0.836
H  0.702  3.293  1.056
H  0.535  3.872  -0.428
C  -1.311  -2.524  1.940
S  -2.110  -2.308  0.349
O  -3.266  -1.396  0.560
C  -2.825  -3.961  0.291
H  -0.833  -1.579  2.187
H  -2.055  -2.776  2.699
H  -0.558  -3.305  1.862
H  -3.469  -4.080  1.161
H  -2.032  -4.710  0.281
H  -3.418  -4.040  -0.619
C  3.636  -3.310  1.855
S  2.765  -2.667  0.425
O  1.350  -3.113  0.533
C  3.567  -3.749  -0.766
H  3.257  -2.786  2.731
H  3.442  -4.379  1.955
H  4.702  -3.109  1.727
H  3.387  -4.790  -0.493
H  4.635  -3.532  -0.778
H  3.135  -3.543  -1.743
C  -2.828  7.257  -7.157
S  -2.425  7.799  -5.489
O  -2.007  9.225  -5.591
C  -0.936  6.809  -5.326
H  -3.723  7.789  -7.472
H  -2.001  7.494  -7.827
H  -3.021  6.184  -7.149
H  -0.237  7.072  -6.121
H  -1.196  5.750  -5.367
H  -0.497  7.031  -4.356
C  -5.952  -5.639  4.487
S  -4.616  -4.799  3.620
O  -3.401  -4.950  4.463
C  -5.230  -3.129  3.866
H  -5.736  -6.706  4.476
H  -6.000  -5.283  5.516
H  -6.893  -5.450  3.971
H  -5.330  -2.933  4.934
H  -6.190  -3.020  3.360
H  -4.510  -2.442  3.425
C  8.518  -0.466  1.155
S  7.883  -2.096  1.566
O  6.477  -2.136  1.082
C  7.805  -1.827  3.342
H  8.595  -0.404  0.072
H  7.828  0.295  1.519
H  9.504  -0.340  1.602
H  7.166  -0.970  3.552
H  8.811  -1.662  3.727
H  7.382  -2.721  3.795

Atoms 1-3, force components in eV/Å:
0.31 -0.15 0.16
-0.32 0.04 -0.75
0.83 -0.05 0.79


(4)
This record from OMol25 describes a cluster of 9 separate species, C12H41ClN13O12 in total at a distorted geometry. The level of theory is wB97M-V/def2-TZVPD.

Calculated values
HOMO level (eV): -7.35
Frontier orbital gap (eV): 9.718
Net charge: -1
Relative energy (zero: lowest compared OMol25 entry of this formula, charge and spin) (eV): 0.0000

Atoms and positions in Å:
Cl  13.508  -11.321  9.340
O  14.084  -10.976  10.626
O  13.965  -12.649  8.989
O  12.066  -11.364  9.460
O  13.898  -10.328  8.378
C  15.596  -14.529  13.423
C  14.897  -13.368  12.728
O  13.600  -13.752  12.345
H  15.213  -15.517  13.164
H  15.689  -14.520  14.507
H  16.614  -14.595  13.024
H  15.447  -12.991  11.853
H  14.999  -12.457  13.335
H  13.251  -13.169  11.659
C  11.470  -8.053  10.913
O  11.380  -6.956  11.489
N  11.186  -9.195  11.606
N  11.930  -8.244  9.654
H  10.892  -9.178  12.562
H  11.211  -10.083  11.129
H  12.263  -7.443  9.152
H  12.144  -9.186  9.369
C  17.712  -9.878  8.851
O  18.836  -9.968  8.357
N  16.895  -8.823  8.588
N  17.159  -10.863  9.614
H  15.932  -8.740  8.860
H  17.266  -8.157  7.935
H  17.666  -11.695  9.847
H  16.214  -10.758  9.934
C  16.581  -15.647  9.679
O  17.206  -16.665  9.381
N  15.426  -15.684  10.435
N  16.840  -14.383  9.253
H  15.177  -16.589  10.794
H  15.175  -14.858  10.954
H  17.606  -14.364  8.581
H  16.279  -13.552  9.224
C  11.735  -15.826  9.114
O  11.156  -16.892  9.319
N  11.186  -14.577  9.278
N  12.997  -15.766  8.547
H  11.438  -13.665  8.945
H  10.228  -14.582  9.595
H  13.299  -14.830  8.351
H  13.517  -16.575  8.279
C  15.096  -6.907  12.353
O  16.215  -6.500  12.681
N  13.996  -6.108  12.240
N  14.821  -8.260  12.256
H  14.066  -5.112  12.150
H  13.060  -6.493  12.104
H  13.932  -8.652  12.026
H  15.629  -8.819  12.466
C  13.861  -10.901  3.743
O  13.679  -9.762  3.319
N  14.390  -11.158  4.978
N  13.826  -12.001  2.925
H  14.632  -10.429  5.621
H  14.702  -12.089  5.242
H  14.203  -12.892  3.197
H  13.682  -11.863  1.943
C  17.644  -14.672  4.535
C  17.224  -13.519  5.432
C  15.855  -13.779  6.078
O  14.875  -13.992  5.059
C  13.541  -14.246  5.488
N  18.229  -13.291  6.501
H  17.629  -15.619  5.081
H  18.637  -14.414  4.162
H  16.992  -14.862  3.682
H  17.197  -12.612  4.816
H  15.504  -12.986  6.750
H  15.955  -14.663  6.719
H  13.062  -13.409  5.998
H  13.428  -15.215  5.977
H  12.945  -14.425  4.588
H  19.123  -13.504  6.068
H  18.251  -12.285  6.638

Atoms 1-3, force components in eV/Å:
0.37 -0.57 0.77
-0.08 0.04 -0.08
0.15 0.21 -0.42